(1)
C6H11NS | ωB97M-V/def2-TZVPD

Calculated values
LUMO: 0.75 eV
Frontier orbital gap: 8.75 eV
Maximum force: 9.07 eV/Å

```
! wB97M-V def2-TZVPD RIJCOSX def2/J DEFGRID3
* xyz 0 1
C 2.2057 -0.9340 -0.5691
C 0.5861 0.5072 0.2709
C -0.5946 1.1943 0.3578
C -1.6756 1.0415 -0.8562
C -1.3190 -1.2444 0.9569
C -0.4562 0.0390 1.2354
H 2.8805 -1.1797 -1.5207
H 2.8214 -0.4052 0.1754
H 1.8366 -1.7781 -0.0295
H 1.0624 0.6518 -1.6690
H 1.2863 1.2990 0.5113
H -0.3581 2.3585 0.4940
H -2.6904 1.7098 -0.6926
H -1.2365 1.0311 -1.8985
H -2.3657 -1.1359 1.7998
H -0.6671 -2.3439 0.8299
H -0.1426 0.2043 2.2027
N 1.0516 -0.1762 -0.8392
S -2.2247 -0.8390 -0.7592
*
```

=====

(2)
C5H10O2 | ωB97M-V/def2-TZVPD

Calculated values
LUMO (spin up / spin down): -4.78 / -7.74 eV
Frontier orbital gap (spin up / spin down): 9.54 / 7.52 eV
Maximum force: 4.29 eV/Å

```
! wB97M-V def2-TZVPD RIJCOSX def2/J DEFGRID3
* xyz 1 2
C 2.5302 -0.6171 -0.1897
C 1.5574 0.4356 -0.5654
C 0.2849 0.0536 -0.7159
C -0.8217 1.0249 -0.5282
C -2.1160 0.6895 -0.2136
O -3.2824 1.3515 -0.4395
H 3.5608 -0.3802 -0.5245
H 2.5606 -0.6165 0.8854
H 2.0627 -1.5487 -0.5638
H 1.9069 1.4509 -0.3470
H 0.0542 -1.0016 -1.0594
H -0.4850 2.0373 -0.6836
H -2.3375 -0.3126 0.1905
H -2.8675 1.9667 -0.9824
H -1.3580 -1.4542 2.5917
H -0.2786 -1.2872 1.3855
O -0.9708 -1.7919 1.7600
*
```

=====

(3)
C11H20NS | ωB97M-V/def2-TZVPD

Calculated values
SMILES string: CCCC1=CCC(C(C)C)=[N+]1SC
LUMO: -5.42 eV
Frontier orbital gap: 7.84 eV
Maximum force: 6.09 eV/Å

```
! wB97M-V def2-TZVPD RIJCOSX def2/J DEFGRID3
* xyz 1 1
C -3.4107 0.0623 1.6600
C -3.4468 -0.7033 0.2916
C -2.5661 -0.2539 -0.8420
C -1.1698 -0.7504 -0.5197
C -0.7973 -2.0223 -0.6607
C 0.7261 -2.1416 -0.4257
C 1.1425 -0.8223 -0.0668
C 2.5186 -0.4518 0.3737
C 3.3753 0.1301 -0.6898
C 2.4865 0.4107 1.5915
N 0.0880 -0.0581 -0.1761
S -0.5128 2.0292 0.0934
C 0.5205 2.7731 -1.1694
H -2.6434 -0.4115 2.4226
H -4.3950 0.0655 2.1492
H -3.0587 1.1522 1.5371
H -3.3990 -1.6851 0.5539
H -4.5355 -0.5158 -0.0538
H -3.1263 -0.7578 -1.7021
H -2.6361 0.8349 -0.8703
H -1.4228 -2.9195 -1.0421
H 0.8267 -2.7584 0.4582
H 1.1956 -2.4030 -1.3918
H 3.0114 -1.3670 0.6780
H 3.2656 -0.6024 -1.6485
H 4.4363 0.2793 -0.3501
H 2.9782 1.1811 -0.8589
H 3.4847 0.6354 2.1310
H 1.8087 -0.1342 2.3759
H 1.8989 1.2959 1.2619
H 0.4303 2.1875 -2.2250
H 1.6385 2.5972 -0.9264
H 0.2818 3.7535 -1.3712
*
```

=====

(4)
C22H25N9O2Sn | ωB97M-V/def2-TZVPD

Calculated values
LUMO (spin up / spin down): -7.84 / -7.85 eV
Frontier orbital gap (spin up / spin down): 6.31 / 6.15 eV
Maximum force: 0.29 eV/Å

```
! wB97M-V def2-TZVPD RIJCOSX def2/J DEFGRID3
* xyz 2 1
Sn 0.1773 -0.4156 -0.1792
N 2.0000 -2.0883 0.0566
C 3.2463 -1.3071 0.0716
C 3.2022 -0.3211 1.2264
N 2.0422 0.5976 1.1463
C 2.3257 1.9532 0.6414
C 2.1550 2.0024 -0.8626
N 0.7824 1.5667 -1.1846
H 1.9099 -2.5998 -0.8185
H 1.9795 -2.7675 0.8114
H 4.1282 -1.9420 0.1678
H 3.3171 -0.7945 -0.8879
H 3.1131 -0.8826 2.1581
H 4.1349 0.2432 1.2809
H 1.6427 0.6817 2.0729
H 1.6084 2.6352 1.1043
H 3.3249 2.2869 0.9272
H 2.3549 3.0058 -1.2372
H 2.8469 1.3234 -1.3597
H 0.1158 2.3084 -0.9804
H 0.6887 1.3355 -2.1756
C -1.9566 0.1483 -3.9956
C -1.2620 -0.6135 -2.9055
N -1.5759 -0.0401 -1.6043
C -2.6382 0.6702 -1.4207
C -3.5367 0.8912 -2.5196
N -3.0724 0.7540 -3.7711
C -2.8409 1.2474 -0.0642
C -3.9211 2.0552 0.2296
C -4.1020 2.4976 1.5424
C -3.1846 2.0683 2.4945
C -2.1115 1.2658 2.1193
N -1.9279 0.8949 0.8513
C -1.1866 0.6979 3.1408
C -1.0560 1.2496 4.4137
N -0.3279 0.6730 5.3611
C 0.2726 -0.4674 5.0523
C 0.1974 -0.9961 3.7671
N -0.5186 -0.4118 2.8143
C -5.2468 3.3540 1.9126
C -5.0953 4.3862 2.8316
C -6.2025 5.1613 3.1446
N -7.4072 4.9596 2.6214
C -7.5478 3.9670 1.7494
C -6.5033 3.1425 1.3564
H -1.4958 0.2123 -4.9756
H -1.5202 -1.6808 -2.9016
H -4.5664 1.1898 -2.3895
H -4.6144 2.3577 -0.5421
H -3.3458 2.3168 3.5334
H -1.5295 2.1874 4.6760
H 0.8299 -0.9674 5.8348
H 0.7176 -1.9120 3.5109
H -4.1342 4.6115 3.2760
H -6.1151 5.9822 3.8464
H -8.5426 3.8193 1.3462
H -6.6855 2.3356 0.6582
O 0.7708 -1.1807 -2.0220
O 0.1386 -0.4685 -3.0907
*
```

=====

(5)
C3H7O | ωB97M-V/def2-TZVPD

Calculated values
LUMO (spin up / spin down): 1.04 / -1.72 eV
Frontier orbital gap (spin up / spin down): 11.13 / 8.40 eV
Maximum force: 1.98 eV/Å

```
! wB97M-V def2-TZVPD RIJCOSX def2/J DEFGRID3
* xyz 0 2
C 1.9132 0.8046 -0.0159
O 0.9007 0.6691 -0.7227
C 2.6268 -0.2607 0.5736
C -2.7356 -0.3481 -0.3573
H 2.1896 1.7884 0.4055
H 2.3937 -1.2925 0.3100
H 3.4654 -0.0834 1.2369
H -3.6006 -0.6114 -0.9462
H -2.3504 -1.1319 0.3958
H -1.8732 -0.1598 -1.0013
H -2.9296 0.6258 0.1218
*
```

=====

(6)
C5H14N2 | ωB97M-V/def2-TZVPD

Calculated values
LUMO (spin up / spin down): -9.13 / -9.23 eV
Frontier orbital gap (spin up / spin down): 9.64 / 8.70 eV
Maximum force: 4.11 eV/Å

```
! wB97M-V def2-TZVPD RIJCOSX def2/J DEFGRID3
* xyz 2 1
C -0.4230 0.4252 0.2850
C -0.3078 1.6951 0.8822
C -1.2417 -1.6557 -0.7021
C -2.7108 0.2011 -0.0399
C 2.0987 -0.6545 0.1331
N -1.3106 -0.3020 -0.1415
N 3.1639 0.2216 -0.3207
H 0.1678 1.7537 1.8343
H -1.2528 2.1943 1.0399
H 0.2066 2.4710 0.2875
H -0.7590 -1.7655 -1.5887
H -2.2432 -1.9230 -0.7750
H -0.8206 -2.2104 0.0738
H -3.2830 0.0255 -0.9873
H -2.6748 1.2553 0.1738
H -3.1205 -0.5060 0.7211
H 2.5424 -1.2919 0.9385
H 1.4745 -1.1041 -0.7429
H 2.9941 0.8947 -1.0141
H 3.9905 -0.3310 -0.6753
H 3.5092 0.6068 0.6183
*
```

=====

Energy above the lowest of the compared OMol25 structures with the same formula, charge and spin? In order: 5.357; 1.294; 2.594; 0.472; 0.234; 5.363 eV.